No. 1
2 unconnected molecules or ions with the total composition C2H5NO in a non-equilibrium geometry, computed with ωB97M-V/def2-TZVPD.

The HOMO energy is -0.287 Eh. As for the calculated total energy: -209.07956 a.u. As for the HOMO-LUMO gap: 8.7 eV. The energy above the lowest of the compared OMol25 structures with the same formula, charge and spin comes out at 374.83 kJ/mol.

ORCA input file:
```
! wB97M-V def2-TZVPD RIJCOSX def2/J DEFGRID3
* xyz 0 1
C 0.18 -0.08 1.71
C -0.74 0.99 -0.31
N -0.25 0.48 0.63
O 0.45 -0.73 -2.00
H 0.76 -0.92 1.74
H -0.06 0.56 2.56
H 0.56 -1.13 -1.08
H -0.46 1.76 -1.05
H -0.43 -0.94 -2.21
*
```

Löwdin population analysis, charges in e, atoms 1 to 2: -0.0404, 0.0413



No. 2
A molecular structure, C29H44NO2P3ReS in a non-equilibrium geometry, computed with ωB97M-V/def2-TZVPD.

The HOMO energy (spin up / spin down) is -0.648 / -0.648 Eh. As for the calculated total energy: -2835.60501 a.u. As for the HOMO-LUMO gap (spin up / spin down): 8.0 / 3.9 eV.

ORCA input file:
```
! wB97M-V def2-TZVPD RIJCOSX def2/J DEFGRID3
* xyz 4 4
P -2.21 -3.72 -2.84
C -2.62 -5.47 -2.45
H -2.70 -6.06 -3.37
H -3.58 -5.48 -1.91
H -1.84 -5.89 -1.80
C -3.28 -3.52 -4.33
H -2.69 -3.11 -5.17
H -4.06 -2.80 -4.07
H -3.74 -4.47 -4.61
C -0.60 -4.01 -3.69
H -0.66 -4.90 -4.33
H 0.18 -4.14 -2.93
H -0.35 -3.13 -4.30
P 4.60 -0.38 1.07
C 4.30 -1.42 2.55
H 5.21 -1.94 2.87
H 3.53 -2.16 2.29
H 3.91 -0.80 3.37
C 6.12 -1.16 0.42
H 6.43 -0.62 -0.49
H 5.90 -2.20 0.14
H 6.92 -1.13 1.16
C 5.33 1.09 1.90
H 6.39 0.93 2.14
H 4.77 1.31 2.82
H 5.24 1.94 1.22
P -2.55 3.78 1.84
C -3.17 3.51 3.55
H -3.42 4.47 4.03
H -2.37 3.02 4.12
H -4.05 2.85 3.53
C -2.08 5.56 1.99
H -2.66 6.04 2.79
H -2.25 6.06 1.03
H -1.01 5.59 2.24
C -4.17 3.98 0.98
H -4.48 5.03 0.96
H -4.93 3.36 1.48
H -4.04 3.61 -0.05
Re -0.06 0.22 -0.64
C 0.75 -1.58 -0.63
O 1.23 -2.64 -0.63
C 0.72 0.64 1.13
O 1.17 0.90 2.18
C 0.49 2.24 -1.06
C -0.82 2.07 -1.52
C -1.11 1.01 -2.40
C -0.11 0.13 -2.78
C 1.21 0.32 -2.33
C 1.51 1.38 -1.48
H 0.70 3.04 -0.35
H -1.61 2.72 -1.17
H -2.13 0.86 -2.74
H -0.35 -0.73 -3.41
H 1.99 -0.36 -2.65
H 2.52 1.51 -1.11
N -1.72 -0.53 0.43
S -1.88 -0.49 2.09
C -3.47 -1.30 2.34
C -4.33 -0.76 3.31
C -5.58 -1.34 3.52
C -5.96 -2.47 2.78
C -5.09 -3.02 1.83
C -3.84 -2.42 1.61
C -0.78 -1.78 2.67
C -0.60 -2.95 1.94
C 0.26 -3.94 2.43
C 0.93 -3.75 3.64
C 0.74 -2.57 4.37
C -0.11 -1.58 3.89
H -2.62 -0.65 -0.04
H -4.00 0.11 3.88
H -6.26 -0.92 4.27
H -6.94 -2.92 2.95
H -5.37 -3.90 1.27
H -3.16 -2.85 0.87
H -1.14 -3.09 1.01
H 0.39 -4.86 1.85
H 1.59 -4.53 4.01
H 1.25 -2.42 5.32
H -0.28 -0.65 4.43
*
```

Löwdin population analysis, charges in e, atoms 1 to 2: 1.0627, -0.2240



No. 3
4 unconnected molecules or ions with the total composition C39H74ClN3O4 in a non-equilibrium geometry, computed with ωB97M-V/def2-TZVPD.

Its SMILES is CCCCCCCCCCC1=CC(=O)C(C[C@@H]2CO2)=C(CC(=O)Cl)C1=O.CCN(CC)CC.CCN(CC)CC.CCN(CC)CC. The HOMO energy is -0.297 Eh. As for the calculated total energy: -2455.06004 a.u. As for the HOMO-LUMO gap: 6.2 eV.

ORCA input file:
```
! wB97M-V def2-TZVPD RIJCOSX def2/J DEFGRID3
* xyz 0 1
C 5.32 0.05 7.98
C 5.37 -1.56 7.66
C 4.63 -2.02 6.27
C 4.97 -1.10 4.96
C 3.69 -1.14 3.94
C 2.65 0.13 4.06
C 2.58 0.83 5.54
C 1.70 2.25 5.56
C 0.33 2.18 4.66
C -0.93 3.06 5.30
C -1.76 2.05 6.30
C -1.17 1.59 7.58
C -2.05 0.54 8.49
O -1.81 0.39 9.82
C -3.21 -0.35 7.68
C -3.63 -1.77 8.37
C -2.96 -2.97 7.22
C -1.43 -3.63 7.70
O -1.67 -2.54 6.48
C -3.80 0.10 6.38
C -4.93 -0.78 5.51
C -6.31 0.07 5.22
O -6.77 0.20 3.97
Cl -7.16 0.78 6.75
C -3.28 1.57 5.81
O -4.05 2.35 5.02
H 5.77 0.22 9.06
H 6.06 0.62 7.24
H 4.25 0.52 7.99
H 6.49 -1.93 7.76
H 4.78 -2.10 8.54
H 5.03 -3.11 6.02
H 3.46 -2.12 6.41
H 5.87 -1.63 4.38
H 5.33 -0.01 5.19
H 4.12 -1.10 2.83
H 3.12 -2.16 4.11
H 2.88 0.94 3.22
H 1.57 -0.29 3.79
H 3.64 1.13 5.99
H 2.11 0.04 6.29
H 1.51 2.57 6.68
H 2.39 3.11 5.09
H 0.00 1.05 4.63
H 0.61 2.60 3.59
H -1.63 3.35 4.38
H -0.58 4.01 5.89
H -0.12 1.92 8.00
H -4.77 -1.99 8.43
H -3.04 -1.94 9.38
H -3.78 -3.74 6.66
H -1.94 -4.69 7.51
H -0.54 -3.90 7.03
H -5.27 -1.76 6.11
H -4.41 -1.20 4.52
C 0.23 4.17 0.03
C 1.71 4.10 0.40
N 2.28 2.75 0.32
C 3.60 2.64 0.96
C 4.74 3.43 0.35
C 2.14 2.06 -0.96
C 2.73 2.74 -2.20
H -0.36 3.47 0.63
H -0.15 5.18 0.22
H 0.07 3.95 -1.03
H 1.80 4.46 1.44
H 2.27 4.81 -0.22
H 3.89 1.58 1.00
H 3.49 2.94 2.01
H 5.09 2.99 -0.59
H 5.60 3.43 1.03
H 4.48 4.48 0.16
H 1.08 1.89 -1.15
H 2.57 1.05 -0.89
H 2.48 3.81 -2.25
H 2.33 2.27 -3.10
H 3.81 2.64 -2.24
C -0.63 -2.40 -6.20
C 0.87 -2.22 -6.02
N 1.29 -0.83 -5.85
C 2.74 -0.63 -5.97
C 3.63 -1.29 -4.92
C 0.65 -0.08 -4.77
C 0.78 -0.64 -3.35
H -1.00 -1.79 -7.03
H -0.85 -3.45 -6.43
H -1.19 -2.14 -5.30
H 1.36 -2.63 -6.91
H 1.20 -2.84 -5.17
H 2.96 0.44 -6.00
H 3.05 -1.01 -6.96
H 3.58 -0.77 -3.96
H 4.67 -1.25 -5.25
H 3.38 -2.34 -4.76
H -0.42 0.01 -5.00
H 1.01 0.96 -4.77
H 0.59 -1.71 -3.30
H 0.04 -0.15 -2.70
H 1.76 -0.43 -2.93
C -6.55 -1.90 -11.65
C -6.03 -1.60 -10.26
N -4.75 -2.26 -9.95
C -4.40 -2.22 -8.53
C -4.14 -0.85 -7.91
C -3.65 -2.00 -10.88
C -3.23 -0.54 -11.08
H -6.63 -2.98 -11.83
H -7.56 -1.47 -11.77
H -5.92 -1.46 -12.43
H -6.79 -1.96 -9.55
H -5.96 -0.52 -10.12
H -3.53 -2.86 -8.35
H -5.22 -2.69 -7.97
H -3.17 -0.45 -8.22
H -4.11 -0.94 -6.82
H -4.92 -0.13 -8.15
H -3.91 -2.42 -11.85
H -2.77 -2.57 -10.57
H -4.08 0.12 -11.23
H -2.60 -0.47 -11.98
H -2.64 -0.17 -10.25
*
```

Löwdin population analysis, charges in e, atoms 1 to 2: -0.1647, -0.2615



No. 4
A molecular structure, C31H47BiClO3PSi2, computed with ωB97M-V/def2-TZVPD.

The HOMO energy is -0.520 Eh. As for the calculated total energy: -3029.81076 a.u. As for the HOMO-LUMO gap: 7.7 eV. The energy above the lowest of the compared OMol25 structures with the same formula, charge and spin comes out at 26.33 kJ/mol.

ORCA input file:
```
! wB97M-V def2-TZVPD RIJCOSX def2/J DEFGRID3
* xyz 2 1
Bi 0.39 0.01 0.15
C -2.41 -2.41 -1.81
O -1.59 -2.32 -0.66
C -2.29 -2.52 0.56
C -3.10 -1.31 0.99
O -2.26 -0.14 1.09
C -3.04 1.05 1.15
C -2.20 2.25 0.72
O -1.39 1.97 -0.42
C -2.17 1.80 -1.61
H -2.99 -3.34 -1.81
H -1.74 -2.42 -2.68
H -3.10 -1.57 -1.90
H -1.53 -2.75 1.31
H -2.97 -3.37 0.48
H -3.56 -1.52 1.96
H -3.90 -1.12 0.28
H -3.41 1.23 2.16
H -3.90 0.95 0.49
H -1.52 2.57 1.50
H -2.87 3.08 0.50
H -2.75 2.70 -1.80
H -2.84 0.95 -1.53
H -1.48 1.64 -2.44
Cl 1.26 1.21 -2.18
C 2.09 -0.11 -3.01
C 2.12 -0.06 -4.40
C 2.83 -1.02 -5.08
C 3.53 -2.00 -4.39
C 3.50 -2.03 -3.01
C 2.75 -1.10 -2.29
P 2.79 -1.14 -0.46
C 2.55 -2.88 0.00
C 3.00 -3.33 1.25
C 2.77 -4.64 1.63
C 2.06 -5.50 0.80
C 1.56 -5.04 -0.41
C 1.80 -3.73 -0.81
C 4.51 -0.64 -0.20
C 5.50 -1.45 0.36
C 6.80 -0.99 0.43
C 7.13 0.27 -0.06
C 6.15 1.07 -0.63
C 4.85 0.63 -0.69
H 1.61 0.74 -4.93
H 2.86 -0.99 -6.17
H 4.11 -2.74 -4.93
H 4.06 -2.78 -2.47
H 3.51 -2.66 1.92
H 3.14 -5.00 2.59
H 1.89 -6.53 1.10
H 0.98 -5.70 -1.04
H 1.39 -3.38 -1.75
H 5.27 -2.45 0.70
H 7.57 -1.62 0.86
H 8.16 0.61 -0.01
H 6.42 2.04 -1.03
H 4.07 1.25 -1.13
C 0.50 0.79 4.82
Si 1.35 0.10 3.31
C 3.17 -0.22 3.61
C 0.46 -1.53 2.91
C 1.00 1.30 1.85
Si 1.95 2.97 1.77
C 0.94 4.08 2.89
C 3.70 2.84 2.43
C 1.93 3.73 0.05
H 0.66 0.15 5.68
H -0.58 0.87 4.66
H 0.87 1.79 5.08
H 3.29 -1.08 4.27
H 3.62 0.64 4.12
H 3.75 -0.40 2.70
H 0.63 -2.26 3.71
H 0.78 -2.04 1.99
H -0.62 -1.35 2.86
H 0.00 1.65 2.13
H 0.73 3.61 3.85
H -0.01 4.36 2.43
H 1.48 5.01 3.10
H 3.69 2.84 3.52
H 4.26 3.72 2.11
H 4.24 1.96 2.09
H 0.97 3.60 -0.46
H 2.73 3.37 -0.60
H 2.08 4.81 0.16
*
```

Löwdin population analysis, charges in e, atoms 1 to 2: 1.6600, -0.0754